1.
{
  "formula": "C32H31BrN2O2RuS2SiTe",
  "method": "the ωB97M-V functional and the def2-TZVPD basis",
  "elements": ["Ru", "C", "Si", "C", "C", "C", "C", "C", "C", "N", "C", "S", "H", "H", "H", "H", "H", "H", "H", "H", "H", "H", "H", "H", "Te", "C", "C", "C", "C", "C", "C", "C", "C", "C", "C", "C", "C", "H", "H", "H", "H", "H", "H", "H", "H", "H", "H", "Br", "C", "C", "C", "C", "C", "C", "C", "O", "O", "H", "H", "H", "H", "S", "C", "N", "C", "C", "C", "C", "H", "H", "H", "H", "H"],
  "xyz": [[0.044, 0.204, 0.293], [5.161, -3.897, 1.813], [4.324, -3.637, 0.145], [2.869, -4.813, -0.042], [5.538, -3.941, -1.266], [3.884, -1.777, 0.017], [4.909, -0.893, -0.320], [4.687, 0.470, -0.462], [3.408, 0.945, -0.264], [2.408, 0.132, 0.068], [2.626, -1.189, 0.214], [1.177, -2.041, 0.681], [5.512, -4.930, 1.877], [4.469, -3.729, 2.640], [6.023, -3.243, 1.953], [3.246, -5.802, -0.313], [2.180, -4.497, -0.825], [2.305, -4.912, 0.885], [5.682, -5.015, -1.400], [6.521, -3.505, -1.076], [5.166, -3.538, -2.210], [5.906, -1.287, -0.483], [5.489, 1.147, -0.718], [3.171, 2.000, -0.355], [-0.077, 2.929, 0.892], [1.321, 4.421, 0.261], [1.954, 4.354, -0.975], [2.780, 5.389, -1.385], [2.987, 6.483, -0.556], [2.370, 6.540, 0.685], [1.537, 5.509, 1.096], [-1.464, 3.493, -0.617], [-2.615, 4.163, -0.225], [-3.510, 4.613, -1.186], [-3.245, 4.409, -2.533], [-2.098, 3.730, -2.919], [-1.212, 3.257, -1.962], [1.803, 3.499, -1.621], [3.260, 5.340, -2.354], [3.633, 7.290, -0.876], [2.531, 7.389, 1.336], [1.046, 5.558, 2.061], [-2.804, 4.341, 0.826], [-4.406, 5.137, -0.879], [-3.932, 4.785, -3.280], [-1.886, 3.574, -3.969], [-0.328, 2.712, -2.269], [-0.245, 0.011, 3.191], [-1.970, -0.778, 3.497], [-2.088, -1.503, 4.670], [-3.291, -2.117, 4.972], [-4.362, -2.020, 4.094], [-4.221, -1.305, 2.920], [-3.027, -0.659, 2.600], [-2.970, 0.075, 1.288], [-3.868, -0.161, 0.458], [-2.037, 0.921, 1.099], [-1.243, -1.582, 5.340], [-3.388, -2.676, 5.893], [-5.300, -2.505, 4.324], [-5.034, -1.230, 2.212], [-0.977, -0.695, -1.699], [-2.254, 0.111, -2.545], [-3.343, 0.544, -1.891], [-4.378, 1.114, -2.522], [-4.376, 1.280, -3.882], [-3.265, 0.830, -4.599], [-2.205, 0.252, -3.935], [-3.458, 0.322, -0.828], [-5.202, 1.422, -1.892], [-5.219, 1.733, -4.382], [-3.238, 0.930, -5.676], [-1.340, -0.122, -4.463]],
  "atomic_forces_ev_per_a": [[-0.071, -1.234, -0.119], [-0.120, -0.053, -0.285], [0.182, -0.095, 0.055], [0.108, 0.211, 0.012], [-0.101, 0.008, 0.198], [-0.172, -0.061, 0.005], [-0.085, -0.194, -0.002], [0.015, 0.115, 0.024], [0.155, 0.148, 0.008], [-0.422, -0.030, -0.036], [0.348, 0.095, 0.001], [-0.532, 0.522, -0.194], [0.010, 0.009, 0.042], [-0.026, 0.014, -0.016], [-0.007, 0.022, -0.038], [0.060, 0.031, 0.026], [-0.017, 0.002, -0.026], [-0.026, 0.031, -0.003], [0.013, 0.007, 0.021], [-0.010, 0.010, -0.001], [-0.028, 0.000, 0.006], [0.006, 0.066, -0.017], [-0.018, 0.014, 0.001], [-0.013, -0.046, -0.005], [0.026, 1.216, -0.201], [0.031, -0.392, 0.022], [-0.025, -0.062, 0.003], [0.006, -0.017, -0.018], [0.010, 0.014, 0.025], [0.036, 0.031, -0.016], [-0.150, -0.107, 0.093], [0.001, -0.139, 0.197], [0.078, -0.050, 0.107], [-0.040, 0.021, -0.038], [-0.016, 0.032, 0.045], [0.003, 0.021, -0.043], [0.100, -0.033, 0.021], [-0.012, 0.023, -0.055], [0.017, 0.007, 0.010], [-0.008, -0.001, 0.000], [0.006, -0.002, -0.004], [0.027, 0.044, -0.003], [-0.063, 0.010, -0.022], [0.012, 0.012, -0.006], [0.009, -0.016, -0.005], [-0.003, -0.013, 0.019], [0.005, 0.008, -0.024], [-0.074, -0.102, 0.537], [0.036, 0.122, -0.145], [0.164, 0.067, 0.043], [-0.075, -0.019, -0.009], [0.004, 0.013, 0.020], [0.032, 0.001, 0.009], [0.044, -0.075, -0.112], [-0.200, 0.034, 0.335], [0.118, -0.017, 0.326], [0.406, -0.293, -0.435], [-0.018, -0.016, -0.004], [0.016, -0.003, -0.002], [0.001, 0.005, -0.001], [-0.010, -0.006, 0.010], [0.515, -0.392, 0.126], [-0.230, 0.410, -0.104], [0.154, 0.027, -0.414], [-0.025, 0.042, 0.039], [0.097, -0.046, -0.173], [-0.123, 0.005, 0.097], [0.013, -0.046, 0.102], [-0.173, 0.083, -0.083], [0.016, -0.041, 0.041], [-0.014, 0.012, 0.044], [0.007, 0.000, -0.003], [0.017, 0.036, -0.004]],
  "mulliken_spin": [3.708, 0.001, -0.012, 0.015, 0.001, 0.007, 0.004, 0.012, -0.013, 0.124, -0.028, 0.429, 0.000, 0.000, 0.000, 0.002, -0.003, -0.001, 0.000, 0.000, 0.000, -0.002, 0.001, 0.008, 0.166, 0.007, -0.006, 0.001, 0.002, 0.001, 0.000, 0.029, -0.016, 0.001, 0.002, 0.006, 0.007, -0.002, 0.000, 0.000, 0.000, 0.000, -0.004, 0.000, 0.001, 0.001, -0.007, 0.072, -0.001, -0.008, 0.001, 0.000, 0.004, 0.007, 0.000, 0.023, 0.104, -0.001, 0.000, 0.000, 0.000, 0.306, -0.004, 0.012, -0.007, 0.022, -0.003, 0.021, 0.009, 0.001, 0.001, 0.000, 0.000],
  "e_lumo_ev": [-2.54, -4.71],
  "de_lowest_kj_mol": 40.5,
  "mol_weight_g_mol": 876.41,
  "multiplicity": 6,
  "s2": 8.768,
  "orbital_gap_ev": [7.986, 5.840],
  "total_charge": 1
}

2.
{
  "formula": "C46H44GeHgOP",
  "method": "the ωB97M-V functional and the def2-TZVPD basis",
  "elements": ["Hg", "C", "C", "C", "C", "C", "C", "C", "C", "C", "C", "H", "H", "H", "H", "H", "H", "H", "H", "H", "H", "H", "H", "H", "H", "O", "P", "C", "C", "C", "C", "C", "C", "C", "C", "C", "C", "C", "C", "C", "C", "C", "C", "C", "C", "H", "H", "H", "H", "H", "H", "H", "H", "H", "H", "H", "H", "H", "H", "H", "C", "C", "C", "C", "C", "C", "Ge", "C", "C", "C", "C", "C", "C", "C", "C", "C", "C", "C", "C", "H", "H", "H", "H", "H", "H", "H", "H", "H", "H", "H", "H", "H", "H", "H"],
  "xyz": [[-0.387, 0.052, -0.296], [-0.204, 1.116, 4.657], [-0.911, 1.862, 3.528], [-1.753, 3.010, 4.107], [-1.735, 0.960, 2.621], [-2.463, 1.513, 1.562], [-3.193, 0.719, 0.693], [-3.222, -0.667, 0.828], [-3.931, -1.524, -0.192], [-2.525, -1.221, 1.895], [-1.785, -0.424, 2.768], [0.371, 1.825, 5.258], [0.491, 0.356, 4.286], [-0.928, 0.632, 5.322], [-0.140, 2.304, 2.898], [-2.576, 2.610, 4.708], [-2.178, 3.652, 3.331], [-1.135, 3.643, 4.752], [-2.458, 2.587, 1.407], [-3.754, 1.185, -0.115], [-3.332, -1.620, -1.101], [-4.889, -1.085, -0.478], [-4.114, -2.530, 0.192], [-2.546, -2.297, 2.044], [-1.254, -0.899, 3.587], [2.150, -0.134, 0.207], [2.908, 0.439, 1.374], [4.667, 0.512, 1.029], [5.491, 1.540, 1.487], [6.845, 1.527, 1.179], [7.372, 0.496, 0.412], [6.550, -0.527, -0.052], [5.196, -0.521, 0.252], [2.708, -0.537, 2.875], [3.590, -0.425, 3.952], [3.399, -1.199, 5.088], [2.345, -2.104, 5.142], [1.480, -2.238, 4.062], [1.661, -1.456, 2.928], [2.401, 2.125, 1.764], [2.545, 2.691, 3.030], [2.159, 4.007, 3.250], [1.608, 4.754, 2.216], [1.454, 4.193, 0.951], [1.860, 2.885, 0.722], [5.074, 2.354, 2.071], [7.488, 2.327, 1.530], [8.429, 0.491, 0.171], [6.965, -1.328, -0.656], [4.540, -1.301, -0.121], [4.427, 0.267, 3.901], [4.076, -1.104, 5.929], [2.205, -2.720, 6.024], [0.666, -2.954, 4.106], [1.001, -1.564, 2.078], [2.949, 2.101, 3.847], [2.272, 4.447, 4.235], [1.301, 5.778, 2.394], [1.023, 4.777, 0.145], [1.746, 2.438, -0.260], [4.359, -1.456, -3.756], [4.151, -0.284, -3.036], [2.859, 0.139, -2.763], [1.773, -0.613, -3.212], [1.983, -1.789, -3.933], [3.280, -2.207, -4.205], [-0.024, -0.018, -2.909], [-1.411, -1.279, -3.356], [-2.492, -0.891, -4.146], [-3.492, -1.808, -4.449], [-3.413, -3.107, -3.964], [-2.335, -3.499, -3.177], [-1.335, -2.587, -2.871], [-0.394, 1.826, -3.316], [0.504, 2.561, -4.088], [0.218, 3.884, -4.409], [-0.958, 4.469, -3.960], [-1.856, 3.738, -3.187], [-1.575, 2.419, -2.863], [5.370, -1.786, -3.969], [4.996, 0.295, -2.677], [2.698, 1.041, -2.185], [1.142, -2.377, -4.280], [3.447, -3.118, -4.768], [-2.557, 0.125, -4.523], [-4.333, -1.508, -5.062], [-4.194, -3.819, -4.203], [-2.276, -4.514, -2.803], [-0.498, -2.891, -2.252], [1.424, 2.106, -4.440], [0.914, 4.456, -5.012], [-1.179, 5.500, -4.212], [-2.774, 4.199, -2.838], [-2.270, 1.851, -2.254]],
  "atomic_forces_ev_per_a": [[0.166, -0.003, -0.274], [-0.010, 0.003, 0.009], [-0.147, -0.018, 0.186], [-0.018, -0.051, -0.006], [0.188, 0.040, -0.001], [0.034, 0.165, -0.076], [-0.160, 0.105, -0.139], [-0.144, -0.222, -0.156], [-0.048, 0.034, 0.150], [0.141, -0.085, -0.069], [0.015, -0.075, 0.120], [-0.041, -0.043, -0.033], [-0.129, 0.122, 0.078], [0.077, 0.028, -0.040], [0.131, 0.134, -0.133], [0.066, 0.064, -0.041], [0.021, -0.090, 0.065], [-0.057, -0.087, -0.071], [0.016, -0.038, 0.045], [0.077, -0.041, 0.074], [-0.002, 0.015, 0.013], [0.026, -0.023, 0.027], [0.005, 0.069, -0.018], [0.004, 0.079, -0.013], [-0.053, 0.051, -0.094], [-0.086, 0.120, 0.464], [0.095, -0.039, -0.066], [0.072, -0.045, -0.105], [-0.008, -0.033, -0.005], [0.021, 0.034, 0.014], [-0.005, -0.049, -0.022], [-0.012, -0.008, -0.002], [0.075, 0.048, 0.073], [0.045, -0.187, -0.046], [-0.062, 0.064, 0.003], [-0.007, 0.029, 0.000], [-0.058, -0.066, 0.002], [0.034, 0.007, 0.005], [0.122, -0.018, 0.088], [-0.153, 0.094, -0.127], [0.032, 0.008, -0.015], [-0.040, -0.026, 0.049], [0.001, 0.005, -0.066], [0.007, -0.010, 0.024], [-0.054, -0.001, 0.179], [0.066, -0.055, -0.067], [-0.061, -0.075, -0.029], [-0.073, -0.004, 0.016], [-0.032, 0.084, 0.061], [0.073, 0.058, 0.028], [-0.054, -0.133, 0.009], [-0.033, -0.011, -0.080], [0.018, 0.088, -0.087], [0.077, 0.048, -0.018], [-0.004, -0.014, -0.022], [-0.072, 0.096, -0.059], [0.007, -0.042, -0.081], [0.013, -0.082, -0.013], [0.048, -0.059, 0.070], [0.013, 0.032, 0.001], [-0.008, -0.015, -0.003], [-0.006, 0.036, 0.004], [0.083, -0.118, -0.107], [-0.071, 0.021, -0.021], [0.191, 0.050, 0.069], [-0.003, -0.023, -0.007], [-0.196, -0.025, 0.530], [0.054, 0.018, -0.094], [-0.014, -0.100, 0.065], [-0.010, 0.014, 0.013], [-0.009, -0.006, -0.008], [0.031, 0.008, 0.011], [-0.151, 0.011, -0.130], [0.008, -0.045, -0.057], [-0.119, 0.095, 0.044], [0.002, 0.012, 0.005], [0.020, 0.011, -0.012], [-0.020, -0.020, 0.030], [0.103, 0.153, -0.109], [-0.076, 0.027, 0.010], [-0.068, -0.048, -0.054], [0.015, -0.007, -0.009], [0.017, 0.006, -0.028], [-0.002, 0.066, 0.043], [-0.003, -0.051, -0.003], [0.036, -0.018, 0.023], [0.046, 0.041, 0.017], [-0.008, 0.042, -0.021], [-0.006, -0.019, 0.008], [-0.017, 0.015, -0.011], [-0.044, -0.027, 0.035], [0.014, -0.075, 0.017], [0.062, -0.024, -0.031], [-0.012, 0.002, 0.000]],
  "lowdin_charge": [1.029, -0.065, -0.370, -0.053, -0.212, -0.074, -0.110, -0.332, -0.033, -0.058, -0.047, 0.084, 0.050, 0.095, 0.104, 0.093, 0.070, 0.080, 0.115, 0.116, 0.056, 0.088, 0.085, 0.118, 0.099, -0.477, 0.780, -0.271, -0.071, -0.067, -0.067, -0.073, -0.079, -0.275, -0.078, -0.060, -0.063, -0.078, -0.099, -0.285, -0.094, -0.067, -0.065, -0.063, -0.083, 0.103, 0.111, 0.110, 0.111, 0.112, 0.109, 0.112, 0.112, 0.111, 0.084, 0.102, 0.114, 0.112, 0.110, 0.083, -0.066, -0.077, -0.127, -0.326, -0.099, -0.069, 0.940, -0.360, -0.100, -0.070, -0.071, -0.079, -0.147, -0.348, -0.099, -0.070, -0.071, -0.074, -0.136, 0.110, 0.107, 0.091, 0.096, 0.110, 0.101, 0.110, 0.110, 0.110, 0.102, 0.100, 0.110, 0.110, 0.109, 0.082],
  "e_lumo_ev": -3.42,
  "mol_weight_g_mol": 917.03,
  "orbital_gap_ev": 7.556,
  "total_charge": 1
}

3.
{
  "formula": "C2H2FI3O",
  "method": "the ωB97M-V functional and the def2-TZVPD basis",
  "elements": ["C", "C", "O", "F", "I", "I", "I", "H", "H"],
  "xyz": [[0.816, -0.324, 0.127], [-0.461, -0.032, -0.467], [-1.521, 0.105, 0.881], [-0.543, 1.190, -1.042], [2.363, -1.127, -1.128], [1.489, 1.477, 1.200], [-1.437, -1.456, -1.694], [0.764, -0.903, 1.039], [-1.470, 1.069, 1.083]],
  "atomic_forces_ev_per_a": [[2.487, 0.413, 1.372], [-4.665, 1.367, 2.503], [2.366, 0.232, -2.895], [0.242, -0.573, -0.273], [-0.445, 0.245, 0.201], [0.156, -0.125, -0.334], [0.249, 0.049, 0.212], [-0.437, -0.743, -0.518], [0.047, -0.864, -0.268]],
  "lowdin_charge": [-1.182, -1.078, -0.207, -0.087, 0.768, 0.814, 0.937, 0.001, 0.034],
  "e_lumo_ev": -0.70,
  "de_lowest_kj_mol": 134.0,
  "mol_weight_g_mol": 441.75,
  "orbital_gap_ev": 8.821
}